# C22H71N5O10

A cluster of 10 separate species, C22H71N5O10 in total in a non-equilibrium geometry (wB97M-V/def2-TZVPD, the Open Molecules 2025 dataset).

Last column: Löwdin charge in e.
Geometry (Å):
O  5.118  -2.498  -26.014  0.379
H  4.880  -1.658  -25.616  0.177
H  4.317  -2.958  -26.276  0.173
H  5.613  -2.331  -26.820  0.166
O  1.512  -7.307  -28.826  0.376
H  1.685  -6.537  -28.280  0.154
H  2.297  -7.855  -28.903  0.187
H  0.832  -7.818  -28.381  0.178
O  -0.590  -6.589  -23.785  0.377
H  -0.062  -6.803  -23.012  0.184
H  -0.727  -7.386  -24.302  0.180
H  -0.279  -5.898  -24.375  0.165
C  0.617  -1.626  -28.079  -0.124
C  0.010  -2.828  -27.335  -0.492
O  1.059  -3.544  -26.683  -0.476
H  -0.198  -0.902  -28.080  0.058
H  0.779  -1.836  -29.137  0.055
H  1.474  -1.090  -27.672  0.052
H  -0.519  -3.480  -28.030  0.069
H  -0.694  -2.463  -26.587  0.073
C  1.252  7.096  -27.229  -0.039
C  0.000  7.698  -28.056  -0.383
C  -1.272  6.799  -28.229  -0.221
O  -0.860  5.582  -28.853  -0.192
C  -2.046  4.733  -28.999  -0.095
N  -0.418  8.898  -27.354  0.010
H  2.166  7.659  -27.421  0.065
H  1.513  6.111  -27.616  0.055
H  1.028  7.103  -26.163  0.064
H  0.329  7.954  -29.063  0.131
H  -2.008  7.253  -28.893  0.116
H  -1.808  6.717  -27.284  0.115
H  -1.787  3.778  -29.457  0.075
H  -2.801  5.101  -29.693  0.083
H  -2.450  4.501  -28.014  0.082
H  -1.150  9.369  -27.867  0.068
H  -0.835  8.702  -26.456  0.066
C  4.054  2.510  -21.517  -0.056
C  3.585  1.575  -22.627  -0.433
C  2.554  2.282  -23.591  -0.227
O  1.526  2.900  -22.898  -0.193
C  0.251  2.874  -23.548  -0.070
N  4.660  0.971  -23.386  0.010
H  4.504  1.939  -20.706  0.075
H  3.138  2.932  -21.102  0.075
H  4.720  3.340  -21.754  0.085
H  3.057  0.716  -22.213  0.130
H  2.206  1.504  -24.270  0.108
H  3.080  2.995  -24.227  0.125
H  -0.480  3.446  -22.976  0.093
H  0.017  1.819  -23.691  0.086
H  0.325  3.391  -24.504  0.085
H  5.345  0.533  -22.787  0.066
H  5.147  1.761  -23.784  0.068
C  8.430  -0.148  -30.953  -0.060
C  7.413  0.001  -29.817  -0.419
C  6.153  0.834  -30.127  -0.176
O  6.364  2.287  -30.208  -0.187
C  5.298  2.913  -30.889  -0.118
N  7.026  -1.394  -29.555  0.008
H  7.911  -0.717  -31.724  0.082
H  9.358  -0.653  -30.685  0.084
H  8.702  0.781  -31.455  0.085
H  7.878  0.406  -28.918  0.133
H  5.389  0.690  -29.363  0.114
H  5.695  0.435  -31.032  0.118
H  4.283  2.602  -30.642  0.084
H  5.440  2.599  -31.923  0.087
H  5.437  3.983  -30.733  0.097
H  6.423  -1.617  -30.334  0.058
H  7.822  -1.922  -29.881  0.056
C  -0.319  -2.089  -34.822  -0.087
C  0.660  -1.609  -35.830  -0.447
C  -0.002  -0.645  -36.806  -0.240
O  0.948  -0.248  -37.742  -0.175
C  0.400  0.679  -38.636  -0.117
N  1.672  -0.838  -35.117  0.032
H  -0.717  -1.381  -34.095  0.084
H  0.163  -2.925  -34.315  0.074
H  -1.166  -2.445  -35.408  0.080
H  1.066  -2.506  -36.298  0.146
H  -0.319  0.253  -36.276  0.130
H  -0.864  -1.125  -37.269  0.127
H  -0.477  0.343  -39.189  0.092
H  1.156  0.931  -39.379  0.091
H  0.214  1.647  -38.170  0.089
H  1.229  -0.058  -34.652  0.067
H  2.282  -0.368  -35.771  0.065
C  4.122  -5.659  -20.730  -0.091
C  4.233  -7.171  -20.655  -0.394
C  4.935  -7.829  -19.431  -0.185
O  4.688  -9.244  -19.419  -0.200
C  5.910  -9.980  -19.699  -0.087
N  2.780  -7.563  -20.711  0.011
H  3.461  -5.256  -19.962  0.078
H  3.720  -5.287  -21.673  0.064
H  5.090  -5.167  -20.636  0.078
H  4.729  -7.483  -21.575  0.128
H  4.613  -7.495  -18.445  0.129
H  6.005  -7.621  -19.423  0.119
H  5.609  -11.024  -19.785  0.087
H  6.703  -9.960  -18.952  0.089
H  6.358  -9.701  -20.653  0.083
H  2.727  -8.531  -20.427  0.051
H  2.369  -7.137  -19.893  0.058
O  4.283  -3.639  -32.414  -0.062
H  3.744  -3.015  -32.901  0.026
H  3.991  -4.498  -32.719  0.024

Summary:
* DFT total energy: -1905.93395 Ha
* strongest force on any atom: 2.787 eV/Å
* frontier orbital gap: 0.157 Eh
* E_HOMO: -11.268 eV
* net charge: +2
* relative energy (zero: lowest compared OMol25 entry of this formula, charge and spin): 9.745 eV
* molecular weight: 565.84 g mol⁻¹